Run A
This record from OMol25 describes a single C4H6N2OS molecule. The level of theory is wB97M-V/def2-TZVPD.

Geometry (Å):
C  -0.44621  -0.89226  -0.05918
C  -0.36853  0.58128  0.37457
C  0.87892  -1.58892  -0.24112
C  0.67826  1.51162  -0.16428
N  -1.61621  -1.32919  -0.24514
N  -1.71771  1.14200  0.38327
O  -0.99056  0.91236  1.58295
S  -2.79020  -0.17857  -0.03154
H  1.63086  -0.92827  0.04839
H  1.05034  -2.04446  -1.18461
H  1.03515  -2.38640  0.51690
H  1.20769  1.92621  0.66938
H  0.14770  2.34260  -0.80666
H  1.30049  0.93202  -0.84292

Results
SMILES string: CC1=NSN2O[C@@]12C
Frontier orbital gap in eV: 9.68
Charge: 0
Molar mass in u: 130.2
LUMO level in eV: 0.742



Run B
This record from OMol25 describes a single C4H6N2OS molecule. The level of theory is wB97M-V/def2-TZVPD.

Geometry (Å):
C  -1.27220  0.36244  0.93249
C  -0.89343  0.35944  -0.53606
C  1.42831  1.01741  -0.74219
C  0.69805  -1.72544  0.04466
H  -0.44636  0.03076  1.55325
H  -1.54744  1.38515  1.21978
H  -2.12636  -0.29806  1.08912
H  -1.75650  0.68142  -1.10638
H  1.98450  1.78118  -1.22174
H  0.48564  -2.66174  0.62191
N  2.11453  0.07184  -0.26073
N  1.69123  -1.03131  0.43372
O  0.11437  1.31999  -0.82362
S  -0.47435  -1.29309  -1.20422

Results
SMILES string: C[C@H]1OC=NN=CS1
Frontier orbital gap in eV: 10.03
Charge: 0
Molar mass in u: 130.2
LUMO level in eV: 0.595



Run C
This record from OMol25 describes a single C4H6N2OS molecule. The level of theory is wB97M-V/def2-TZVPD.

Geometry (Å):
C  2.57711  0.55109  -0.06312
C  0.07427  0.13900  -0.29397
C  -1.19048  -0.20394  -0.20957
C  -1.97555  -1.43321  0.01176
H  2.22448  1.00773  -1.05299
H  3.52775  0.11881  -0.02924
H  2.58555  1.18128  0.95720
H  -1.92793  -1.72565  1.08869
H  -2.97818  -0.91022  -0.11141
H  -1.68436  -2.33322  -0.56336
N  -1.12169  1.94249  0.15961
N  -1.88083  0.88255  0.04940
O  0.25374  1.53708  -0.04691
S  1.51612  -0.75379  0.10390

Results
SMILES string: CSc1onnc1C
Frontier orbital gap in eV: 8.89
Charge: 0
Molar mass in u: 130.2
LUMO level in eV: 0.220



Run D
This record from OMol25 describes a single C4H6N2OS molecule. The level of theory is wB97M-V/def2-TZVPD.

Geometry (Å):
C  -0.38010  -1.24198  -0.35060
C  -1.57364  -1.29106  0.15678
C  0.89801  -0.37374  -0.13955
C  1.91525  1.72230  -0.09825
N  0.72852  0.94524  -0.09232
N  -2.83924  -1.27828  0.55468
O  1.98845  -0.91574  -0.17170
S  -0.73549  1.73510  0.01530
H  0.07251  -2.14021  -0.80625
H  2.77661  1.04414  -0.00914
H  1.95084  2.28205  -1.10748
H  1.87454  2.41257  0.63969
H  -3.57169  -1.52370  -0.09259
H  -3.10455  -1.37668  1.50143

Results
Frontier orbital gap (spin up / spin down) in eV: 5.43 / 5.42
Charge: 0
Molar mass in u: 130.2
LUMO level (spin up / spin down) in eV: -1.281 / -1.282



Which one sits at the bottom of the stability order? run D does.



Run A
This record from OMol25 describes a single C4H6N2OS molecule. The level of theory is wB97M-V/def2-TZVPD.

Geometry (Å):
C  1.97781  0.19499  0.01645
C  1.02007  -0.98338  -0.11734
C  -0.31525  -0.94608  -0.00576
C  -1.37909  0.14802  -0.12492
H  2.31666  2.16400  0.11191
H  0.54940  1.55764  0.05112
H  1.45318  -2.02763  0.05802
H  -0.74925  -1.94354  0.20110
H  -2.98317  -1.24150  -0.15178
H  -3.43802  0.62617  -0.20328
N  1.62056  1.48927  0.23989
N  -2.64746  -0.23364  0.24454
O  -1.14012  1.31444  -0.26670
S  3.71466  -0.11876  -0.05325

Results
SMILES string: NC(=O)/C=C\C(N)=S
Frontier orbital gap in eV: 7.26
Charge: 0
Molar mass in u: 130.2
LUMO level in eV: -0.900



Run B
This record from OMol25 describes a single C4H6N2OS molecule. The level of theory is wB97M-V/def2-TZVPD.

Geometry (Å):
C  -0.35656  3.43615  -1.10313
C  -0.70982  0.36044  0.18169
C  0.45716  -2.32280  -0.19860
C  0.72653  -2.19490  1.33324
H  0.41719  3.92559  -1.65126
H  -1.49812  3.98632  -0.84354
H  -1.23261  -0.24152  0.99331
H  -0.59242  -2.83791  -0.41908
H  1.13887  -2.80032  -0.93458
H  1.72078  -2.24173  1.81047
N  0.14750  2.25539  -0.60469
N  -0.78183  1.71110  0.23513
O  -0.30896  -1.83312  2.00399
S  0.39090  -0.53526  -0.85497

Results
SMILES string: C=N/N=C\SCC=O
Frontier orbital gap in eV: 8.57
Charge: 0
Molar mass in u: 130.2
LUMO level in eV: -0.181



Which one sits at the bottom of the stability order? run B does.



Run A
This record from OMol25 describes C12H23F2N5O7PRbS2 as an isolated structure. The level of theory is wB97M-V/def2-TZVPD.

Geometry (Å):
Rb  1.00398  -0.09279  -1.84745
N  2.44283  -1.62172  -4.29215
S  2.54732  -2.41220  -5.43144
O  1.31694  -2.90999  -6.02777
O  3.79116  -3.02975  -5.70551
F  2.70701  -1.21854  -6.53705
S  2.18375  -3.04665  -3.30195
O  1.80152  -4.36120  -3.82067
O  1.88724  -2.71931  -1.85909
F  3.73110  -3.38510  -2.94140
C  -3.70121  -2.08849  -7.23413
C  -4.14699  -3.08511  -6.39319
C  -3.33331  -3.48439  -5.29384
C  -2.25893  -2.61122  -4.97739
C  -2.07087  -1.38947  -5.65599
C  -2.73734  -1.20754  -6.84893
N  -1.41131  -2.95124  -3.82734
O  -1.43167  -4.04413  -3.43414
O  -0.83437  -2.01404  -3.23265
H  -4.31607  -1.94511  -8.11036
H  -4.95637  -3.72298  -6.71635
H  -3.56932  -4.29842  -4.62447
H  -1.19818  -0.79324  -5.43390
H  -2.55383  -0.31774  -7.43286
O  -1.39532  2.46432  3.10982
P  -0.12455  2.12859  3.77859
N  0.94423  1.42371  2.67419
C  0.39077  0.71996  1.51110
C  2.39265  1.80305  2.71881
N  -0.08077  0.98185  4.97109
C  -1.34344  0.31047  5.36466
C  0.99839  0.72004  5.80506
N  0.61898  3.42079  4.70751
C  0.11295  3.87378  6.03785
C  1.09295  4.51341  3.94754
H  0.24991  1.52732  0.79247
H  -0.57139  0.30063  1.80521
H  1.03637  -0.08052  1.14982
H  3.14498  1.16242  2.25867
H  2.60566  2.10623  3.74390
H  2.53639  2.72875  2.16157
H  -1.20736  -0.76592  5.25994
H  -1.90142  0.64371  6.23971
H  -2.13872  0.44282  4.63109
H  0.89062  -0.12852  6.48065
H  1.81650  0.59361  5.09597
H  1.35055  1.55398  6.41222
H  0.95109  4.29553  6.59260
H  -0.42490  4.81585  5.93151
H  -0.46419  3.07965  6.51152
H  0.23214  5.16268  3.78762
H  1.42410  4.13074  2.98214
H  1.96970  4.82144  4.51720

Results
Frontier orbital gap in eV: 8.12
Charge: 0
Molar mass in u: 567.9
LUMO level in eV: -0.795



Run B
This record from OMol25 describes C12H23F2N5O7PRbS2 as an isolated structure. The level of theory is wB97M-V/def2-TZVPD.

Geometry (Å):
Rb  -0.54712  4.49800  -0.11873
N  4.52100  5.77092  2.17573
S  6.00252  5.54683  2.17192
O  6.98196  6.68410  2.22195
O  6.38737  4.32493  1.50639
F  6.04008  5.03371  3.78551
S  4.55394  6.11953  0.55695
O  4.30429  5.03464  -0.32667
O  5.17938  7.32067  0.07432
F  3.11481  6.76452  0.55473
C  -3.58103  0.15727  -3.03078
C  -4.30057  -1.01767  -2.73936
C  -5.37710  -0.92602  -1.81018
C  -5.82462  0.33832  -1.39207
C  -5.10285  1.51184  -1.73467
C  -3.91106  1.36639  -2.43819
N  -7.05039  0.34663  -0.35198
O  -7.72518  1.34161  -0.30794
O  -7.20553  -0.58618  0.39495
H  -2.74187  0.08414  -3.70670
H  -3.95794  -1.98606  -3.07284
H  -5.85895  -1.84101  -1.49871
H  -5.52506  2.44730  -1.39844
H  -3.25628  2.19906  -2.64869
O  0.30133  0.06049  -0.09050
P  0.51427  -1.39704  0.21171
N  1.39145  -2.22858  -1.11611
C  2.86427  -1.93489  -1.43281
C  0.73196  -3.09269  -2.07940
N  -0.92513  -2.07183  0.78602
C  -1.08582  -3.58708  0.81639
C  -1.93701  -1.31100  1.53979
N  1.67218  -1.49615  1.48352
C  2.17340  -2.79102  2.03733
C  2.43748  -0.26916  1.93349
H  3.34134  -2.89801  -1.61424
H  3.35635  -1.24255  -0.74972
H  2.94503  -1.29563  -2.31197
H  1.14624  -4.09843  -2.00894
H  0.81665  -2.79665  -3.12500
H  -0.26338  -3.33677  -1.70815
H  -2.08904  -3.92650  0.55862
H  -0.38872  -3.98817  0.08068
H  -0.70866  -3.81750  1.81276
H  -1.79746  -0.23575  1.42816
H  -2.90602  -1.80400  1.46178
H  -1.71333  -1.50788  2.58827
H  1.34224  -3.42527  2.34555
H  2.70485  -3.40750  1.31234
H  2.85291  -2.70099  2.88484
H  2.36855  0.55314  1.22133
H  3.49031  -0.55075  1.91488
H  2.24378  0.06464  2.95288

Results
Frontier orbital gap in eV: 6.74
Charge: 0
Molar mass in u: 567.9
LUMO level in eV: -2.008



Which one sits at the bottom of the stability order? run A does.